DFT (ωB97M-V/def2-TZVPD) results for 2 unconnected molecules or ions with the total composition C5H10NO at a distorted geometry.

CARTESIAN COORDINATES (ANGSTROEM)
O: -0.8164 0.4485 1.7995
C: -0.9725 1.5980 1.2361
C: -0.2040 1.7598 0.0477
C: 0.8008 0.6252 -0.4838
C: 0.5884 -0.8291 -0.1467
C: -0.8480 -1.1982 -0.1411
N: 1.7991 -1.5893 -0.3206
H: -1.8078 2.0801 1.5053
H: -0.9408 1.8544 -0.7889
H: 0.3202 2.7141 -0.0347
H: 1.7701 0.9185 -0.3077
H: 0.9636 0.8789 -1.5774
H: -1.0638 -1.9794 0.5816
H: -1.5359 -0.2817 -0.0559
H: -2.1742 -3.1494 -0.6692
H: 2.7022 -1.4463 0.1575
H: 1.4190 -2.4038 -0.8016

Results
**Strongest force on any atom**: 0.1730 hartree/bohr
**Total charge**: +1
**Molecular weight**: 100.14 g/mol
**Highest occupied orbital energy**: -0.49873 Ha
**Frontier orbital gap**: 0.223 Ha


DFT (ωB97M-V/def2-TZVPD) results for a gas-phase ion, C5H10NO (charge +1) at a distorted geometry.

CARTESIAN COORDINATES (ANGSTROEM)
N: 1.8479 0.3570 -1.5534
C: 0.9622 -0.8858 -1.3682
C: -0.2070 -0.6959 -0.6549
C: -0.4138 -0.8957 0.8336
C: -0.6183 0.3737 1.6672
C: -1.8643 1.1717 1.1053
O: -2.4407 0.7893 0.1319
H: 1.9804 0.5432 -2.5505
H: 1.3748 1.1783 -1.1903
H: 2.8013 0.1916 -1.2234
H: 1.4065 -1.6911 -1.9570
H: -1.1558 -0.6395 -1.1676
H: -1.3996 -1.4606 0.8068
H: 0.3771 -1.5793 1.1596
H: -0.6907 0.0593 2.7100
H: 0.2307 1.0943 1.5894
H: -2.1906 2.0895 1.6614

Results
**Strongest force on any atom**: 0.0427 hartree/bohr
**Total charge**: +1
**Molecular weight**: 100.14 g/mol
**Highest occupied orbital energy**: -0.46648 Ha
**Frontier orbital gap**: 0.262 Ha
**SMILES string**: [NH3+]/C=C/CCC=O


DFT (ωB97M-V/def2-TZVPD) results for a gas-phase ion, C5H10NO (charge +1) at a distorted geometry.

CARTESIAN COORDINATES (ANGSTROEM)
C: 2.6542 -0.5032 -0.3224
N: 1.4054 -0.6313 -0.2073
C: 0.5417 -0.0063 0.8632
C: -0.4183 1.0525 0.3537
C: -1.8119 0.4895 0.1538
C: -1.8759 -0.5510 -0.9604
O: -0.8832 -1.0013 -1.4808
H: 3.1616 -0.9366 -1.1780
H: 3.2358 -0.0732 0.4878
H: 0.8146 -1.2184 -0.8079
H: 1.2849 0.3748 1.5571
H: 0.0272 -0.8179 1.3610
H: 0.0844 1.5716 -0.4724
H: -0.5948 1.9602 0.9460
H: -2.6169 1.1761 -0.1303
H: -2.1121 -0.0420 1.0589
H: -2.8966 -0.8436 -1.2220

Results
**Strongest force on any atom**: 0.0381 hartree/bohr
**Total charge**: +1
**Molecular weight**: 100.14 g/mol
**Highest occupied orbital energy**: -0.51946 Ha
**Frontier orbital gap**: 0.346 Ha
**SMILES string**: C=[NH+]CCCC=O


DFT (ωB97M-V/def2-TZVPD) results for 2 unconnected molecules or ions with the total composition C5H10NO.

CARTESIAN COORDINATES (ANGSTROEM)
C: 0.0225 2.5233 -1.9362
C: 0.8807 1.7182 -1.3421
O: 0.9846 1.6324 0.0311
H: -0.0448 2.5271 -3.0119
H: -0.6120 3.1842 -1.3690
H: 1.5433 1.0873 -1.9308
H: 1.9069 1.7742 0.2774
C: -0.0404 -1.4170 0.2846
C: -0.7058 -1.0332 -0.7894
C: -0.2603 -1.7882 2.6549
N: -0.7554 -1.5584 1.5043
H: 1.0161 -1.6169 0.3652
H: -1.7876 -1.0776 -0.7535
H: -0.2528 -0.7287 -1.7158
H: -0.9306 -1.8424 3.4995
H: 0.8042 -1.9140 2.7799
H: -1.7687 -1.4702 1.4518

Results
**Strongest force on any atom**: 0.0120 hartree/bohr
**Total charge**: +1
**Molecular weight**: 100.14 g/mol
**Highest occupied orbital energy**: -0.46140 Ha
**Frontier orbital gap**: 0.265 Ha


DFT (ωB97M-V/def2-TZVPD) results for a gas-phase ion, C5H10NO (charge +1) at a distorted geometry.

CARTESIAN COORDINATES (ANGSTROEM)
C: -0.2124 -1.7314 -0.1452
C: 0.8963 -1.0980 -0.5492
C: -1.3965 -1.0131 0.3447
C: 0.8403 0.3449 -0.6277
C: -1.0856 0.4958 0.3245
N: 1.6179 1.2062 0.3635
O: -1.7110 1.4644 -0.3004
H: -0.0595 -2.7485 -0.1544
H: 1.9014 -1.4318 -0.8405
H: -2.3803 -1.0845 -0.2425
H: -1.6783 -1.2190 1.3189
H: 0.7912 0.7929 -1.5421
H: -0.8654 1.0137 1.2058
H: 1.4657 0.7591 1.2443
H: 1.3980 2.2292 0.3257
H: 2.6982 1.0935 0.2103
H: -2.2201 0.9266 -0.9357

Results
**Strongest force on any atom**: 0.1146 hartree/bohr
**Total charge**: +1
**Molecular weight**: 100.14 g/mol
**Highest occupied orbital energy**: -0.46723 Ha
**Frontier orbital gap**: 0.337 Ha


DFT (ωB97M-V/def2-TZVPD) results for a gas-phase ion, C5H10NO (charge +1) at a distorted geometry.

CARTESIAN COORDINATES (ANGSTROEM)
C: -1.4057 0.8831 -1.3592
N: -0.7267 0.9350 0.0349
O: -0.9644 1.8044 0.8631
C: 0.2108 -0.0191 0.3918
C: 0.7941 0.1619 1.7631
C: 0.0418 -1.3876 -0.1862
C: 1.1907 -0.6262 -0.6551
H: -0.8527 1.5963 -1.9596
H: -2.4400 1.0577 -1.2201
H: -1.3863 -0.1284 -1.8053
H: 1.3943 1.0253 1.9458
H: 1.5288 -0.7000 1.7503
H: -0.1299 0.0149 2.5330
H: -0.7144 -1.7163 -0.8200
H: 0.1976 -2.1177 0.5745
H: 2.1331 -0.7903 -0.1982
H: 1.1289 0.0068 -1.6527

Results
**Strongest force on any atom**: 0.0743 hartree/bohr
**Total charge**: +1
**Molecular weight**: 100.14 g/mol
**Highest occupied orbital energy (alpha / beta)**: -0.57562 / -0.57562 Ha
**Frontier orbital gap (alpha / beta)**: 0.339 / 0.339 Ha
**SMILES string**: C[N+](=O)C1(C)CC1


DFT (ωB97M-V/def2-TZVPD) results for 2 unconnected molecules or ions with the total composition C5H10NO at a distorted geometry.

CARTESIAN COORDINATES (ANGSTROEM)
C: 3.0147 0.6552 -1.1269
C: 2.1805 -0.2184 -1.4608
C: -1.3719 -0.0763 -0.8894
C: -1.1054 0.2246 1.6580
C: -0.5715 -0.3619 0.4314
N: 0.9006 -0.1525 0.3875
O: 1.3495 0.5562 1.2068
H: 3.6022 1.1370 -1.9011
H: 3.1505 1.0885 -0.0913
H: 1.7008 -1.0765 -1.8985
H: -0.8964 -0.2458 -1.8877
H: -2.2143 -0.6507 -0.7202
H: -1.6604 0.9191 -0.5959
H: -2.1179 0.3326 1.7544
H: -0.7170 1.2886 1.6212
H: -0.5411 -0.1225 2.5846
H: -0.5156 -1.4511 0.4054

Results
**Strongest force on any atom**: 0.0926 hartree/bohr
**Total charge**: +1
**Molecular weight**: 100.14 g/mol
**Highest occupied orbital energy (alpha / beta)**: -0.54090 / -0.54087 Ha
**Frontier orbital gap (alpha / beta)**: 0.324 / 0.324 Ha


DFT (ωB97M-V/def2-TZVPD) results for a gas-phase ion, C5H10NO (charge +1) at a distorted geometry.

CARTESIAN COORDINATES (ANGSTROEM)
C: -1.0081 -0.4443 0.9717
C: -0.9009 1.0355 -1.1255
C: -0.2399 0.5135 0.1661
C: 0.8949 1.4240 0.6312
C: 0.7633 -1.9776 -0.2696
N: -0.1864 -0.9675 -0.0001
O: -1.3569 -0.2012 -1.4642
H: -0.5739 -0.4624 1.9152
H: -2.1560 -0.4597 0.9619
H: -1.6957 1.8941 -0.9821
H: -0.1830 1.2894 -1.9245
H: 1.0433 1.2083 1.6433
H: 0.4139 2.4472 0.5365
H: 1.7846 1.3398 -0.0162
H: 0.3744 -2.9932 -0.0167
H: 1.2923 -1.8834 -1.3013
H: 1.7341 -1.7624 0.2743

Results
**Multiplicity**: 3
**Strongest force on any atom**: 0.0743 hartree/bohr
**Total charge**: +1
**Molecular weight**: 100.14 g/mol
**Highest occupied orbital energy (alpha / beta)**: -0.54715 / -0.54959 Ha
**Frontier orbital gap (alpha / beta)**: 0.443 / 0.287 Ha


DFT (ωB97M-V/def2-TZVPD) results for a gas-phase ion, C5H10NO2 (charge -1) at a distorted geometry.

CARTESIAN COORDINATES (ANGSTROEM)
C: -0.4240 -0.1935 1.5668
C: -0.5479 0.2952 0.0735
C: -0.1758 -0.9609 -0.9506
C: -0.9877 -2.0952 -0.4963
O: -1.0223 -3.2705 -0.7269
N: -0.0199 1.5049 -0.3379
C: 1.7229 1.6094 -0.3415
O: 2.1150 1.2174 -1.5139
H: -0.4226 -1.3084 1.7852
H: 0.4519 0.1427 2.2356
H: -1.2338 0.2273 2.1779
H: -1.7039 0.6944 0.0150
H: 0.8343 -1.1105 -0.8662
H: -0.3968 -0.5454 -1.9176
H: -1.8324 -1.6354 0.1728
H: -0.1683 1.7737 -1.3549
H: 2.1942 1.0477 0.4210
H: 1.6172 2.6071 0.0580

Results
**Strongest force on any atom**: 0.0752 hartree/bohr
**Total charge**: -1
**Molecular weight**: 116.14 g/mol
**Highest occupied orbital energy**: -0.10158 Ha
**Frontier orbital gap**: 0.239 Ha
**SMILES string**: C[C@H](CC=O)NC[O-]


DFT (ωB97M-V/def2-TZVPD) results for a gas-phase ion, C5H10NO2 (charge -1) at a distorted geometry.

CARTESIAN COORDINATES (ANGSTROEM)
C: -0.2098 2.5663 -1.2989
N: 0.7335 1.4573 -1.2117
C: 0.6009 0.5817 -0.0398
C: 1.3954 -0.7107 -0.3213
O: 1.0041 -1.7184 0.4692
C: -0.8272 0.2003 0.3488
C: -0.9073 -1.0241 1.2577
O: -1.8306 -1.8183 1.1679
H: -0.0962 3.1783 -0.3985
H: -1.2630 2.2611 -1.3170
H: 0.0381 3.1256 -2.1987
H: 0.6479 0.9249 -2.0720
H: 1.0698 1.2056 0.7308
H: 2.4766 -0.4101 -0.2269
H: 1.3376 -0.8942 -1.4334
H: -1.2961 1.0168 0.9121
H: -1.3743 0.0232 -0.5772
H: -0.2056 -0.9835 2.0852

Results
**Strongest force on any atom**: 0.0226 hartree/bohr
**Total charge**: -1
**Molecular weight**: 116.14 g/mol
**Highest occupied orbital energy**: -0.11924 Ha
**Frontier orbital gap**: 0.258 Ha
**SMILES string**: CN[C@H](C[O-])CC=O


DFT (ωB97M-V/def2-TZVPD) results for a gas-phase ion, C5H10NO2 (charge -1) at a distorted geometry.

CARTESIAN COORDINATES (ANGSTROEM)
O: 1.8327 0.5202 0.3538
C: 0.6786 1.2238 0.5123
C: -0.3647 -0.2168 -0.0675
C: 0.3383 -1.3019 -0.8312
C: 0.9695 -2.2997 0.1449
N: -0.4161 1.0122 -0.6450
C: -1.5519 1.8873 -0.1986
O: -2.0770 1.6897 1.0094
H: 0.2510 1.0425 1.5178
H: -1.1606 -0.5590 0.5966
H: -0.3406 -1.7854 -1.5469
H: 1.0963 -0.7422 -1.3789
H: 1.6730 -1.6477 0.6769
H: 0.2425 -2.6447 0.8864
H: 1.5132 -3.1572 -0.2503
H: 0.7665 2.3293 0.5658
H: -1.1265 2.9127 -0.3541
H: -2.3243 1.7367 -0.9915

Results
**Strongest force on any atom**: 0.0898 hartree/bohr
**Total charge**: -1
**Molecular weight**: 116.14 g/mol
**Highest occupied orbital energy**: -0.11333 Ha
**Frontier orbital gap**: 0.246 Ha


DFT (ωB97M-V/def2-TZVPD) results for a molecular structure, C5H10NO2 at a distorted geometry.

CARTESIAN COORDINATES (ANGSTROEM)
O: -3.8454 -1.1416 -0.1338
C: -3.4380 0.0304 -0.4549
O: -3.5235 1.1288 0.1963
C: 2.0169 -0.8704 -0.2467
C: 1.0306 0.3020 -0.0271
C: 0.9040 0.4124 1.6366
C: -0.3299 0.0781 -0.8341
N: 3.3457 -0.6968 0.0702
H: -2.9946 0.0492 -1.4887
H: 1.5492 1.1904 -0.4096
H: 0.4021 -0.4255 2.0722
H: 0.3741 1.4424 1.9521
H: 1.8734 0.2825 2.0796
H: -1.0939 0.8119 -0.5574
H: -0.1111 0.1894 -1.9253
H: -0.7056 -0.8880 -0.5358
H: 2.9834 -0.0845 -0.8255
H: 1.5629 -1.8106 -0.5681

Results
**Strongest force on any atom**: 0.0977 hartree/bohr
**Total charge**: -1
**Molecular weight**: 116.14 g/mol
**Highest occupied orbital energy**: -0.15231 Ha
**Frontier orbital gap**: 0.265 Ha


Going through the records in order, we get energy above the lowest of the compared OMol25 structures with the same formula, charge and spin values of 892.96 506.48 154.60 293.37 399.95 479.61 686.18 289.27 474.13 261.11 605.87 455.33 kJ/mol.